Molecular formula: C81H180F3O3P5S
Method: DFT, ωB97M-V/def2-TZVPD

```
273
Properties=species:S:1:pos:R:3:lowdin_charge:R:1
C 6.79356 1.52159 0.84720 -0.084
C 5.49828 1.26772 0.07000 -0.253
C 5.26789 2.37372 -1.00506 -0.233
C 4.02039 2.25829 -1.94329 -0.241
P 3.33720 3.74838 -2.74651 1.089
C 1.85223 3.28841 -3.71153 -0.253
C 2.02719 2.70019 -5.13135 -0.233
C 0.80114 2.39266 -5.95844 -0.254
C 0.10369 3.70526 -6.30718 -0.094
C 4.71136 4.57270 -3.75172 -0.216
C 5.97932 4.81009 -2.94314 -0.262
C 7.06212 5.76688 -3.53709 -0.236
C 6.63824 7.21136 -3.41027 -0.118
C 2.88971 4.86466 -1.31568 -0.241
C 1.69141 4.35856 -0.47697 -0.214
C 1.74007 4.57149 1.12744 -0.189
C 2.71419 3.57076 1.74550 -0.103
H 7.02900 0.70808 1.53340 0.058
H 6.68205 2.43500 1.43146 0.075
H 7.62288 1.73227 0.17196 0.085
H 4.56372 1.24477 0.63052 0.088
H 5.69015 0.32961 -0.45081 0.086
H 6.18732 2.36601 -1.59046 0.095
H 5.27129 3.32905 -0.48025 0.082
H 3.24357 1.70227 -1.41842 0.068
H 4.15800 1.53406 -2.74619 0.091
H 1.21359 4.17155 -3.69424 0.089
H 1.14342 2.67305 -3.15744 0.069
H 2.50702 1.73194 -4.98868 0.099
H 2.74679 3.29971 -5.68890 0.109
H 0.21013 1.58869 -5.51977 0.075
H 1.04290 1.91063 -6.90570 0.112
H -0.92068 3.52571 -6.63355 0.074
H 0.67422 4.28455 -7.03315 0.090
H -0.15403 4.36634 -5.47974 0.058
H 4.29303 5.53685 -4.04070 0.092
H 4.89804 3.96443 -4.63674 0.099
H 6.59360 3.91198 -2.87862 0.091
H 5.82754 4.94600 -1.87235 0.093
H 7.14383 5.52745 -4.59733 0.116
H 8.01900 5.78410 -3.01539 0.117
H 6.53021 7.54950 -2.37969 0.079
H 5.70206 7.35172 -3.95059 0.067
H 7.45002 7.83500 -3.78467 0.084
H 2.61112 5.82915 -1.74024 0.100
H 3.76713 4.95160 -0.67484 0.078
H 1.48800 3.31860 -0.73234 0.074
H 0.84941 4.96007 -0.81946 0.100
H 0.70796 4.39557 1.43060 0.083
H 2.10844 5.57901 1.32058 0.113
H 2.82181 3.83659 2.79709 0.071
H 3.71715 3.64309 1.32485 0.059
H 2.40744 2.52560 1.70505 0.050
C -1.69724 2.89872 5.02830 -0.124
C -1.45890 3.22672 3.59567 -0.287
C -2.59679 2.60195 2.77034 -0.233
C -2.34348 2.91618 1.31946 -0.269
P -3.61352 2.48592 0.05955 1.098
C -5.06602 3.62837 0.28089 -0.230
C -6.25615 3.38318 -0.73372 -0.206
C -7.66874 3.90310 -0.31331 -0.222
C -8.29047 3.23397 0.98339 -0.083
C -2.86059 2.94049 -1.55786 -0.265
C -3.38786 2.28644 -2.80402 -0.238
C -2.27851 2.14106 -3.89753 -0.222
C -2.82249 1.17756 -4.98237 -0.072
C -4.33104 0.76733 0.18122 -0.247
C -5.43561 0.48647 1.22468 -0.234
C -5.33531 -0.89770 1.91643 -0.244
C -4.12468 -0.96243 2.78415 -0.103
H -2.64749 3.30506 5.37472 0.088
H -0.95250 3.34898 5.68460 0.078
H -1.63411 1.81702 5.14677 0.072
H -0.43406 2.93757 3.36287 0.094
H -1.30698 4.30608 3.59863 0.118
H -3.53689 3.02866 3.11996 0.121
H -2.53842 1.52769 2.94543 0.099
H -1.37221 2.49830 1.05470 0.088
H -2.13667 3.98630 1.33276 0.105
H -4.66999 4.63465 0.14423 0.094
H -5.39667 3.59134 1.31886 0.076
H -6.39274 2.30565 -0.82520 0.078
H -6.13790 3.74637 -1.75461 0.104
H -8.39609 3.87398 -1.12462 0.102
H -7.70960 4.98176 -0.16192 0.103
H -7.60663 3.28598 1.83059 0.062
H -8.48293 2.17006 0.84500 0.027
H -9.30760 3.60055 1.12186 0.082
H -1.82322 2.60611 -1.54553 0.069
H -2.88437 4.02991 -1.53158 0.107
H -4.23133 2.83648 -3.22129 0.114
H -3.67037 1.26222 -2.56062 0.088
H -1.42096 1.79020 -3.32341 0.074
H -1.83702 3.07004 -4.25835 0.099
H -2.04395 0.98403 -5.72029 0.053
H -3.53767 1.74922 -5.57382 0.081
H -3.28672 0.24774 -4.65369 0.060
H -3.54772 0.01141 0.23688 0.065
H -4.78684 0.46831 -0.76267 0.074
H -6.38034 0.43901 0.68309 0.080
H -5.41305 1.29897 1.95093 0.099
H -5.32878 -1.58679 1.07190 0.099
H -6.24433 -1.01562 2.50625 0.118
H -3.96304 -0.04685 3.35308 0.068
H -3.23927 -1.06057 2.15604 0.069
H -4.06370 -1.84174 3.42539 0.086
C 7.63693 -4.65765 -5.77671 -0.091
C 6.23136 -5.35001 -5.88423 -0.222
C 5.00152 -4.48419 -5.42596 -0.203
C 5.15872 -3.85223 -3.98026 -0.293
P 3.72163 -3.26692 -3.09570 1.016
C 2.86327 -4.93427 -2.84561 -0.200
C 1.93832 -4.94746 -1.58618 -0.249
C 0.71653 -5.82907 -1.76040 -0.271
C -0.01971 -6.32024 -0.50242 -0.088
C 4.02766 -2.46361 -1.56505 -0.252
C 4.72032 -3.42929 -0.51542 -0.205
C 4.60191 -2.68673 0.80568 -0.240
C 5.26970 -3.61683 1.94212 -0.067
C 2.83074 -2.17969 -4.26930 -0.245
C 1.38390 -2.50236 -4.42285 -0.239
C 0.47543 -1.35346 -5.05446 -0.245
C 0.68780 -1.11036 -6.49208 -0.118
H 7.61378 -4.08144 -4.85175 0.046
H 7.83238 -3.88275 -6.51794 0.071
H 8.46529 -5.36609 -5.77226 0.079
H 6.35034 -6.17911 -5.18671 0.100
H 6.04061 -5.74577 -6.88177 0.109
H 4.18967 -5.21138 -5.41204 0.094
H 4.79682 -3.76859 -6.22227 0.106
H 5.76590 -2.96734 -4.17109 0.093
H 5.68255 -4.51999 -3.29630 0.100
H 3.61250 -5.72419 -2.79279 0.104
H 2.36229 -5.16499 -3.78576 0.090
H 1.54175 -3.97518 -1.29380 0.091
H 2.43692 -5.37024 -0.71397 0.104
H 1.09883 -6.71467 -2.26800 0.114
H -0.03155 -5.30686 -2.35687 0.095
H 0.67904 -6.82314 0.16612 0.075
H -0.78531 -7.02011 -0.83727 0.079
H -0.44226 -5.47728 0.04437 0.070
H 2.97566 -2.33955 -1.30813 0.070
H 4.54391 -1.50907 -1.66721 0.100
H 5.80100 -3.44231 -0.65712 0.123
H 4.25379 -4.40522 -0.38121 0.098
H 3.60357 -2.38557 1.12306 0.090
H 5.19335 -1.77350 0.74004 0.087
H 4.72140 -4.55362 2.04162 0.075
H 5.21970 -3.05254 2.87334 0.048
H 6.34573 -3.75178 1.83236 0.072
H 3.35178 -2.13444 -5.22563 0.099
H 2.92596 -1.22068 -3.76004 0.090
H 1.05294 -2.78923 -3.42472 0.063
H 1.12811 -3.41079 -4.96822 0.117
H 0.70786 -0.52024 -4.39126 0.085
H -0.59779 -1.50997 -4.94578 0.099
H 0.53044 -1.98170 -7.12777 0.092
H 1.67283 -0.68047 -6.67377 0.075
H 0.04316 -0.32960 -6.89575 0.063
C -11.42736 -5.38557 -0.10646 -0.097
C -10.18823 -4.54908 -0.47446 -0.259
C -9.36261 -5.17843 -1.62772 -0.205
C -7.95477 -4.52551 -1.89316 -0.235
P -7.80597 -2.94053 -2.79126 1.044
C -7.96790 -3.22999 -4.60908 -0.250
C -9.32566 -3.81246 -4.97953 -0.294
C -9.66320 -3.68736 -6.43725 -0.241
C -11.03897 -4.37797 -6.74074 -0.071
C -6.15413 -2.20030 -2.37302 -0.232
C -4.97557 -3.09145 -2.90697 -0.255
C -3.64373 -2.50783 -2.62430 -0.251
C -2.50448 -3.35780 -3.23805 -0.094
C -9.01881 -1.71675 -2.21944 -0.256
C -8.84910 -1.39314 -0.68647 -0.229
C -9.96323 -0.55983 -0.05064 -0.261
C -10.32364 0.74413 -0.71197 -0.096
H -12.11256 -4.89404 0.58420 0.077
H -11.18891 -6.37725 0.27800 0.079
H -12.12692 -5.60931 -0.91185 0.078
H -9.56151 -4.38888 0.40284 0.107
H -10.59132 -3.62191 -0.88185 0.082
H -10.03685 -5.07840 -2.47831 0.094
H -9.34879 -6.25998 -1.49302 0.120
H -7.46825 -5.18488 -2.61193 0.088
H -7.24748 -4.64120 -1.07191 0.103
H -7.12193 -3.84047 -4.92490 0.095
H -7.78177 -2.32633 -5.18947 0.108
H -10.07796 -3.26931 -4.40756 0.105
H -9.46252 -4.83988 -4.64224 0.109
H -8.87402 -4.09449 -7.06933 0.115
H -9.64491 -2.60508 -6.56548 0.111
H -11.07252 -4.54051 -7.81803 0.073
H -11.92824 -3.75987 -6.61724 0.076
H -11.13954 -5.32864 -6.21707 0.076
H -6.05634 -2.01047 -1.30414 0.073
H -6.24335 -1.24501 -2.89026 0.098
H -5.23855 -3.18005 -3.96105 0.096
H -4.93047 -4.16477 -2.72245 0.119
H -3.41097 -2.44163 -1.56150 0.115
H -3.53247 -1.51659 -3.06380 0.094
H -2.49575 -4.42701 -3.02635 0.072
H -1.49925 -3.01601 -2.99152 0.040
H -2.50539 -3.33290 -4.32777 0.076
H -10.02462 -2.07594 -2.43722 0.089
H -9.09385 -0.86494 -2.89537 0.102
H -7.92445 -0.84913 -0.49363 0.077
H -8.69011 -2.30946 -0.11797 0.090
H -9.70068 -0.46352 1.00287 0.114
H -10.89567 -1.12434 -0.05134 0.110
H -9.43114 1.36976 -0.70052 0.045
H -11.08553 1.30941 -0.17524 0.092
H -10.74622 0.54656 -1.69710 0.081
C 1.41746 0.63550 4.68515 -0.123
C 2.33851 -0.07836 5.57008 -0.264
C 2.26224 0.32286 7.04851 -0.233
C 3.51008 -0.13772 7.76223 -0.260
P 4.85152 1.06444 7.66829 1.042
C 5.82227 0.84388 6.11455 -0.241
C 6.31339 -0.65394 5.88795 -0.213
C 7.24810 -0.69449 4.63964 -0.260
C 8.01805 -2.01569 4.37199 -0.083
C 5.95268 0.78359 9.10465 -0.256
C 7.24707 1.58074 9.18758 -0.243
C 8.36607 0.88703 10.06350 -0.220
C 9.15107 -0.14891 9.17552 -0.078
C 4.20475 2.77869 7.63493 -0.250
C 3.26928 3.17080 8.79420 -0.300
C 3.29436 4.58207 9.17143 -0.222
C 4.74827 4.85199 9.81942 -0.058
H 1.75275 0.50334 3.65646 0.060
H 1.32331 1.70654 4.86437 0.073
H 0.40774 0.22495 4.68139 0.082
H 3.33286 -0.12680 5.12622 0.099
H 1.90549 -1.07862 5.56146 0.123
H 1.34423 0.01794 7.55088 0.134
H 2.19512 1.40424 7.16766 0.068
H 3.82575 -1.09648 7.35087 0.100
H 3.23516 -0.20576 8.81480 0.111
H 6.71063 1.46390 6.23492 0.081
H 5.35997 1.20567 5.19614 0.094
H 5.45879 -1.32856 5.83664 0.089
H 6.90920 -1.11719 6.67440 0.099
H 7.94988 0.13484 4.72795 0.106
H 6.70082 -0.42550 3.73618 0.079
H 8.46043 -1.90848 3.38158 0.073
H 7.33945 -2.86723 4.42171 0.066
H 8.81561 -2.13044 5.10604 0.078
H 6.14474 -0.28921 9.12279 0.103
H 5.38967 1.03923 10.00230 0.102
H 7.16055 2.58460 9.60336 0.104
H 7.68175 1.69200 8.19422 0.086
H 7.79900 0.47161 10.89654 0.103
H 9.09463 1.56878 10.50228 0.111
H 9.63889 0.52249 8.46886 0.072
H 8.47797 -0.82202 8.64452 0.054
H 9.86614 -0.54665 9.89563 0.081
H 3.63079 2.96678 6.72757 0.099
H 5.14734 3.32157 7.56489 0.094
H 3.58354 2.50474 9.59775 0.101
H 2.22199 2.97851 8.56115 0.111
H 2.39579 4.75977 9.76226 0.117
H 3.04496 5.18810 8.30044 0.114
H 5.57449 5.00350 9.12479 0.064
H 5.09543 4.02932 10.44457 0.061
H 4.62045 5.72359 10.46135 0.073
C 1.00665 -0.44588 0.58883 -0.567
F 0.15804 -0.18501 1.61954 0.099
F 2.01657 0.46880 0.64920 0.081
F 1.33810 -1.73001 0.50118 0.116
S 0.00167 -0.16954 -1.05303 0.497
O 0.06345 -1.43920 -1.79775 -0.328
O -1.33393 0.22691 -0.64224 -0.340
O 0.62166 0.96153 -1.70387 -0.353
```

Results
M = 1446.26 g/mol
Charge = +4
HOMO-LUMO gap = 10.425 eV
F_max = 3.86 eV/A
Electronic energy = -5823.328615 hartree